18
Properties=species:S:1:pos:R:3:nbo_charge:R:1 method="wB97M-V/def2-TZVPD" multiplicity=1 charge=+1
C -0.23386 0.89583 -0.04822 0.6980
H 0.63623 -0.45538 2.29807 0.2440
H 0.48122 2.83585 -0.59541 0.2894
H -0.05737 -0.42699 -1.95763 0.2315
C 0.81785 1.87545 -0.12376 -0.7562
O -1.47899 1.29842 -0.17851 -0.3760
C -0.05760 -0.50345 0.18481 -0.0038
N -1.81618 -0.94413 0.20295 -0.3117
C 0.28140 -1.13122 -1.14007 -0.6375
H 1.93903 -1.09862 1.08401 0.2580
H -3.40299 0.37465 -0.21519 0.2521
H 1.43054 -1.33116 -1.21405 0.2606
H -0.39076 -2.07794 -1.34292 0.2987
C -2.28497 0.15600 0.02077 0.2910
H 0.33879 -2.09601 1.52262 0.2814
C 0.78818 -1.04502 1.37866 -0.6301
H 1.80656 1.62732 -0.69868 0.3077
H 1.20293 2.04640 0.82255 0.3029

***

18
Properties=species:S:1:pos:R:3:nbo_charge:R:1 method="wB97M-V/def2-TZVPD" multiplicity=1 charge=+1
H -0.17132 1.52505 -3.44578 0.2322
N 0.47276 0.22436 1.20879 -0.4393
H -2.96025 -2.59751 0.95708 0.2382
C 0.63840 0.70251 2.56512 -0.4428
H 1.13831 0.62282 0.62841 0.4629
H 1.53962 2.35005 -1.49483 0.5102
H 1.12343 -0.43982 -1.19132 0.1804
C 0.91568 0.42977 -1.89032 0.1226
H 0.16355 0.21406 3.43329 0.2524
C 0.11059 0.63105 -2.91450 -0.4751
C -1.34962 -1.45082 0.65396 -0.0675
C -2.19136 -2.40635 0.32485 -0.1782
C -0.54263 -0.48553 0.88566 0.4091
H 0.41762 1.71223 2.80419 0.2438
O 1.41476 1.48758 -1.16119 -0.7635
H -0.37470 -0.21480 -3.33874 0.2154
H 1.66826 0.74699 2.58495 0.2285
H -2.01311 -3.05165 -0.60962 0.2707

***

21
Properties=species:S:1:pos:R:3:nbo_charge:R:1 method="wB97M-V/def2-TZVPD" multiplicity=1 charge=-1
H 1.42045 -0.89231 -1.88870 0.3499
H -0.20125 1.50282 1.62108 0.2155
O -3.69918 0.06298 -0.02629 -0.7496
H 3.60890 -0.32764 1.61784 0.1628
O 0.06799 -2.33961 -1.96661 -0.6738
C 0.31294 2.01697 0.84919 -0.7526
H -2.84454 -1.38891 -1.22844 0.1910
H -0.43434 2.07629 0.05853 0.2059
O -1.43717 -0.55633 1.15230 -0.6549
H -2.64984 0.47504 -1.64860 0.1936
H -3.21993 -0.18946 0.77046 0.4795
C -0.12076 -0.46739 -0.70928 0.0219
H 2.62343 -1.55200 0.86942 0.1698
N 0.50723 -1.22001 -1.49685 -0.0912
C 2.89217 -0.47778 0.83046 -0.2394
H 0.80331 2.89581 1.08701 0.2006
H 3.29376 -0.26399 -0.09735 0.1787
C 1.28445 1.05382 0.08214 0.1230
C -1.36690 -0.46291 -0.09404 0.3979
O 1.77854 0.31953 1.14553 -0.5777
C -2.61927 -0.26490 -0.92778 -0.1508

***

17
Properties=species:S:1:pos:R:3:nbo_charge:R:1 method="wB97M-V/def2-TZVPD" smiles="O=CCCC1CC1" multiplicity=1
H 0.34080 0.37617 -2.48395 0.2303
C -1.49212 -0.56768 -2.02235 0.4504
H -2.07763 -0.06081 -2.82030 0.1048
H 1.45907 -0.96797 -0.91276 0.2133
O -1.86884 -1.62187 -1.56869 -0.5278
H -1.18982 0.51854 1.38366 0.2128
H 1.54984 0.12733 2.81971 0.2144
H 0.46512 -1.19969 2.19771 0.2140
H -0.60466 1.16830 -1.24535 0.2345
H -0.05554 -1.36857 -0.12188 0.2301
H -0.10612 1.85453 1.99276 0.2150
H 1.72877 1.06132 0.49289 0.2101
C 0.91631 0.36050 0.68163 -0.2243
C -0.17398 0.84656 1.59409 -0.4314
C -0.25464 0.18058 -1.58170 -0.5183
C 0.54896 -0.53024 -0.48615 -0.4148
C 0.81448 -0.17697 2.08066 -0.4130

***

LUMO energy for every record listed, in sequence, given in eV: -5.747; -5.853; 3.784; 1.078.
Relative energy (zero: lowest compared OMol25 entry of this formula, charge and spin) for every record listed, in sequence, given in kcal per mole: 59.1; 103.6; 185.5; 17.7.
HOMO for every record listed, in sequence, given in eV: -15.5215; -12.7760; -3.4954; -9.8138.